Entry 1:
The following is a DFT calculation (the ωB97M-V functional and the def2-TZVPD basis) of the molecule C25H30N6S.

```
62
Properties=species:S:1:pos:R:3:mulliken_charge:R:1
C 4.763 2.749 1.039 -0.669
H 5.342 3.666 1.032 0.415
H 5.395 1.891 0.840 0.211
H 4.251 2.629 1.988 0.106
S 3.533 2.899 -0.289 -0.093
C 2.804 1.308 -0.232 -0.312
N 3.242 0.469 0.682 -0.243
C 2.659 -0.741 0.711 -0.254
N 3.115 -1.602 1.680 -0.039
C 2.223 -2.570 2.283 -0.657
H 2.792 -3.479 2.505 0.467
H 1.429 -2.828 1.586 0.118
C 1.636 -1.966 3.591 -0.927
N 1.750 -0.526 3.580 -0.058
C 0.858 0.238 2.834 0.793
C -0.231 -0.326 2.161 -0.099
C -1.121 0.459 1.453 -0.536
C -0.955 1.829 1.378 -0.676
C 0.101 2.407 2.061 -0.822
C 0.979 1.632 2.790 -0.442
H 1.763 2.129 3.340 0.510
H 0.242 3.478 2.032 0.406
H -1.641 2.442 0.813 0.426
H -1.953 -0.015 0.949 0.457
H -0.398 -1.392 2.173 0.142
C 3.149 -0.150 3.654 -0.414
H 3.267 0.892 3.373 -0.122
C 3.985 -1.031 2.687 -0.736
H 4.461 -1.860 3.217 0.282
H 4.748 -0.433 2.192 0.445
H 3.498 -0.280 4.685 0.511
H 0.599 -2.264 3.738 0.490
H 2.208 -2.320 4.455 0.354
C 1.692 -1.091 -0.227 0.536
C 1.277 -0.098 -1.121 0.416
N 1.848 1.115 -1.113 -0.478
N 0.309 -0.306 -2.048 0.149
C -0.543 -1.474 -1.975 -0.605
H -0.974 -1.566 -0.967 0.289
H 0.045 -2.377 -2.181 0.558
C -1.678 -1.385 -2.996 -1.371
N -2.452 -0.186 -2.799 0.354
C -3.825 -0.167 -2.868 1.040
C -4.540 -1.175 -3.526 -0.566
C -5.919 -1.143 -3.587 -0.663
C -6.631 -0.105 -3.010 -0.501
C -5.936 0.907 -2.370 -0.696
C -4.558 0.881 -2.296 -0.403
H -4.050 1.677 -1.775 0.320
H -6.473 1.726 -1.915 0.366
H -7.709 -0.083 -3.062 0.378
H -6.443 -1.936 -4.102 0.364
H -4.019 -1.983 -4.016 0.373
C -1.705 0.998 -2.428 -0.464
H -2.105 1.863 -2.967 0.737
C -0.234 0.812 -2.786 -1.344
H 0.342 1.695 -2.509 0.570
H -0.124 0.637 -3.861 0.238
H -1.776 1.194 -1.349 0.045
H -1.259 -1.431 -4.012 0.223
H -2.320 -2.257 -2.855 0.621
H 1.267 -2.077 -0.259 0.481
```

Output
Lowest unoccupied orbital energy: 0.6 eV
Charge: 0
Gap between HOMO and LUMO: 8.2 eV
Electronic energy: -46188.4086 eV
SMILES: CSc1nc(N2CCN(c3ccccc3)CC2)cc(N2CCN(c3ccccc3)CC2)n1
Molecular weight: 446.6 g/mol
Energy above the lowest of the compared OMol25 structures with the same formula, charge and spin: 1.1 kcal per mole

***

Entry 2:
The following is a DFT calculation (the ωB97M-V functional and the def2-TZVPD basis) of the molecule C21H24Cl2N2O4S.

```
54
Properties=species:S:1:pos:R:3:mulliken_charge:R:1
C 2.707 0.116 3.069 -0.730
H 3.784 0.066 2.931 0.219
H 2.326 -0.825 3.473 0.326
H 2.445 0.923 3.756 0.301
O 2.156 0.361 1.784 -0.210
C 0.826 0.497 1.739 1.003
O 0.135 0.420 2.745 -0.703
C 0.285 0.742 0.411 -0.294
C -1.076 0.944 0.251 -0.174
N -1.991 0.953 1.271 0.033
C -3.323 1.026 1.054 0.635
O -3.804 1.158 -0.054 -0.644
C -4.174 0.937 2.320 -0.715
O -3.483 0.464 3.449 -0.527
C -3.008 -0.813 3.446 0.182
C -3.193 -1.738 2.425 -0.087
C -2.653 -3.010 2.516 -0.974
C -1.919 -3.365 3.633 0.395
C -1.720 -2.463 4.668 -0.720
C -2.263 -1.197 4.569 0.643
Cl -2.025 -0.059 5.831 -0.215
H -1.147 -2.737 5.538 0.446
Cl -1.236 -4.946 3.747 -0.226
H -2.801 -3.716 1.716 0.428
H -3.753 -1.476 1.542 0.390
H -5.068 0.339 2.102 0.407
H -4.498 1.948 2.585 0.379
H -1.573 0.822 2.199 0.310
S -1.546 1.183 -1.380 -0.244
C 0.116 1.031 -1.883 0.486
C 0.964 0.798 -0.848 -0.295
C 2.425 0.606 -1.095 -1.186
H 2.845 -0.088 -0.369 0.429
H 2.943 1.563 -0.976 0.322
C 2.637 0.074 -2.531 1.702
N 1.937 0.885 -3.519 -0.336
H 2.440 1.756 -3.635 0.406
C 0.515 1.167 -3.325 1.194
C 0.239 2.611 -3.772 -1.859
H 0.786 3.314 -3.147 0.430
H -0.822 2.831 -3.690 0.453
H 0.548 2.741 -4.806 0.453
C -0.322 0.220 -4.201 -1.615
H -1.373 0.487 -4.136 0.452
H -0.204 -0.810 -3.882 0.315
H 0.008 0.303 -5.232 0.401
C 4.125 0.127 -2.882 -2.008
H 4.700 -0.485 -2.192 0.381
H 4.278 -0.244 -3.892 0.433
H 4.500 1.148 -2.829 0.486
C 2.160 -1.379 -2.610 -1.868
H 2.824 -2.019 -2.035 0.448
H 2.164 -1.709 -3.644 0.408
H 1.156 -1.482 -2.207 0.336
```

Output
Lowest unoccupied orbital energy: 0.5 eV
Charge: 0
Gap between HOMO and LUMO: 8.6 eV
Electronic energy: -69218.3784 eV
SMILES: COC(=O)c1c(NC(=O)COc2ccc(Cl)cc2Cl)sc2c1CC(C)(C)NC2(C)C
Molecular weight: 471.4 g/mol
Energy above the lowest of the compared OMol25 structures with the same formula, charge and spin: 0.0 kcal per mole

***

Entry 3:
The following is a DFT calculation (the ωB97M-V functional and the def2-TZVPD basis) of a cluster of 2 separate species, C4H12N2 in total at a distorted geometry.

```
18
Properties=species:S:1:pos:R:3:mulliken_charge:R:1
C -1.967 1.386 -0.263 -1.133
C -1.993 0.133 0.617 -0.044
C -2.093 -1.174 -0.151 -1.288
N 0.905 -0.312 0.070 -0.188
C 2.196 -0.617 0.032 -0.367
N 3.229 0.503 -0.164 -0.676
H -1.151 2.021 0.066 0.260
H -1.832 1.128 -1.311 0.304
H -2.876 1.968 -0.210 0.372
H -2.817 0.121 1.334 0.368
H -1.066 0.073 1.181 0.175
H -1.330 -1.297 -0.927 0.318
H -1.943 -2.055 0.482 0.316
H -3.038 -1.246 -0.711 0.377
H 2.481 -1.449 -0.635 0.390
H 2.427 -0.925 1.080 0.287
H 3.456 0.459 -1.158 0.241
H 2.611 1.314 -0.115 0.289
```

Output
Lowest unoccupied orbital energy: -1.8 eV
Charge: 0
Gap between HOMO and LUMO: 7.3 eV
Electronic energy: -7317.9013 eV
Molecular weight: 88.2 g/mol
Energy above the lowest of the compared OMol25 structures with the same formula, charge and spin: 118.2 kcal per mole

***

Entry 4:
The following is a DFT calculation (the ωB97M-V functional and the def2-TZVPD basis) of a structure of composition C5H8O at a distorted geometry.

```
14
Properties=species:S:1:pos:R:3:mulliken_charge:R:1
C 0.511 0.982 1.534 -1.176
C -0.132 0.370 0.334 0.733
C 0.681 -1.113 -0.382 -1.157
C 0.179 0.113 -1.073 -0.018
C -1.326 -0.282 -1.035 -0.397
O -1.502 0.397 0.228 -0.452
H 0.639 2.073 1.483 0.285
H -0.105 0.759 2.413 0.338
H 1.493 0.528 1.662 0.309
H 0.538 -2.022 -1.000 0.285
H 1.622 -1.165 0.140 0.199
H 0.661 0.719 -1.834 0.445
H -1.183 -1.340 -0.686 0.267
H -2.076 -0.018 -1.784 0.338
```

Output
Lowest unoccupied orbital energy: 1.1 eV
Charge: 0
Gap between HOMO and LUMO: 9.5 eV
Electronic energy: -7357.8982 eV
Molecular weight: 84.1 g/mol
Energy above the lowest of the compared OMol25 structures with the same formula, charge and spin: 100.5 kcal per mole

***

Entry 5:
The following is a DFT calculation (the ωB97M-V functional and the def2-TZVPD basis) of the ion C3H8NO with charge +1 at a distorted geometry.

```
13
Properties=species:S:1:pos:R:3:mulliken_charge:R:1
O 2.270 0.625 -0.839 -0.451
C 1.358 1.376 -0.637 0.202
C 0.024 0.893 -0.196 -0.538
N -0.076 -0.583 -0.240 -0.188
C -0.989 -1.194 0.739 -0.872
H 1.264 2.435 -1.042 0.304
H -0.084 1.193 0.842 0.300
H -0.822 1.366 -0.683 0.429
H -0.263 -1.105 -1.106 0.376
H 0.971 -0.865 -0.185 0.411
H -0.389 -1.975 1.263 0.360
H -1.994 -1.499 0.417 0.345
H -1.269 -0.667 1.667 0.323
```

Output
Lowest unoccupied orbital energy: -3.8 eV
Charge: +1
Gap between HOMO and LUMO: 11.5 eV
Electronic energy: -6769.9797 eV
SMILES: C[NH2+]CC=O
Molecular weight: 74.1 g/mol
Energy above the lowest of the compared OMol25 structures with the same formula, charge and spin: 27.4 kcal per mole

***

Entry 6:
The following is a DFT calculation (the ωB97M-V functional and the def2-TZVPD basis) of the molecule C2H2N2O2 at a distorted geometry.

```
8
Properties=species:S:1:pos:R:3:mulliken_charge:R:1
C 0.311 0.578 0.051 0.478
C 1.689 0.136 -0.101 0.244
H -2.207 -0.036 0.626 0.368
H -0.161 -1.352 -0.196 0.273
N -0.527 -0.470 0.121 -0.231
N 2.714 -0.359 -0.116 -0.302
O -1.875 -0.246 -0.286 -0.337
O 0.057 1.749 -0.100 -0.493
```

Output
Lowest unoccupied orbital energy: 0.1 eV
Charge: 0
Gap between HOMO and LUMO: 11.3 eV
Electronic energy: -9179.0511 eV
SMILES: N#CC(=O)NO
Molecular weight: 86.0 g/mol
Energy above the lowest of the compared OMol25 structures with the same formula, charge and spin: 63.1 kcal per mole

***

Entry 7:
The following is a DFT calculation (the ωB97M-V functional and the def2-TZVPD basis) of a structure of composition H26NeO13 at a distorted geometry.

```
40
Properties=species:S:1:pos:R:3:mulliken_charge:R:1
Ne -0.016 -0.238 0.064 0.024
O 2.126 0.432 -2.923 -0.644
H 2.415 0.765 -2.073 0.447
H 1.308 -0.029 -2.735 0.274
O -2.261 3.561 -0.326 -0.698
H -2.713 3.882 0.455 0.336
H -2.659 2.709 -0.500 0.429
O 2.288 0.164 3.927 -0.640
H 3.040 0.753 3.868 0.260
H 1.587 0.623 3.465 0.425
O 3.367 -1.821 -0.172 -0.637
H 4.174 -2.153 -0.566 0.291
H 3.660 -1.322 0.590 0.304
O -1.040 -1.486 -3.153 -0.568
H -1.479 -0.637 -3.219 0.248
H -0.573 -1.580 -3.983 0.281
O -3.748 -1.635 -0.509 -0.729
H -3.664 -1.684 0.444 0.358
H -3.445 -0.755 -0.731 0.378
O 3.084 1.567 -0.644 -0.658
H 2.154 1.736 -0.493 0.296
H 3.409 1.247 0.198 0.291
O 0.538 1.900 3.071 -0.681
H 0.390 2.433 2.290 0.309
H 0.915 2.508 3.708 0.324
O -3.306 1.209 -1.156 -0.829
H -4.261 1.197 -1.226 0.336
H -3.005 1.458 -2.030 0.328
O 1.227 -3.373 0.736 -0.655
H 1.946 -2.944 0.273 0.415
H 0.445 -2.894 0.461 0.264
O 0.335 2.768 -1.001 -0.517
H 0.619 3.507 -1.539 0.257
H -0.577 2.962 -0.787 0.316
O -1.280 -2.932 -0.663 -0.590
H -0.885 -2.781 -1.522 0.330
H -2.052 -2.365 -0.652 0.307
O -0.888 -1.917 2.983 -0.622
H -0.297 -2.313 2.342 0.352
H -0.878 -2.522 3.725 0.287
```

Output
Lowest unoccupied orbital energy: -0.5 eV
Charge: 0
Gap between HOMO and LUMO: 9.6 eV
Electronic energy: -30548.7467 eV
Molecular weight: 254.4 g/mol
Energy above the lowest of the compared OMol25 structures with the same formula, charge and spin: 34.1 kcal per mole

***

Copy entry 5 word for word.
The following is a DFT calculation (the ωB97M-V functional and the def2-TZVPD basis) of the ion C3H8NO with charge +1 at a distorted geometry.

```
13
Properties=species:S:1:pos:R:3:mulliken_charge:R:1
O 2.270 0.625 -0.839 -0.451
C 1.358 1.376 -0.637 0.202
C 0.024 0.893 -0.196 -0.538
N -0.076 -0.583 -0.240 -0.188
C -0.989 -1.194 0.739 -0.872
H 1.264 2.435 -1.042 0.304
H -0.084 1.193 0.842 0.300
H -0.822 1.366 -0.683 0.429
H -0.263 -1.105 -1.106 0.376
H 0.971 -0.865 -0.185 0.411
H -0.389 -1.975 1.263 0.360
H -1.994 -1.499 0.417 0.345
H -1.269 -0.667 1.667 0.323
```

Output
Lowest unoccupied orbital energy: -3.8 eV
Charge: +1
Gap between HOMO and LUMO: 11.5 eV
Electronic energy: -6769.9797 eV
SMILES: C[NH2+]CC=O
Molecular weight: 74.1 g/mol
Energy above the lowest of the compared OMol25 structures with the same formula, charge and spin: 27.4 kcal per mole